No. 1
16
Properties=species:S:1:pos:R:3 method="wB97M-V/def2-TZVPD" homo_ev=-8.55 e_lumo_ev=0.60 de_lowest_ev=3.123 homo_lumo_gap_ev=9.15
C 1.764 0.152 -0.167
C -1.964 0.099 0.502
C -0.510 -0.279 0.582
C 0.457 0.576 -0.064
N -0.232 -1.486 0.995
N -0.003 1.668 -0.794
H 0.713 -1.575 1.362
H 0.834 -2.167 -0.403
H -0.895 1.568 -1.253
H 0.685 2.117 -1.378
H 2.243 -0.359 0.655
H 2.464 0.733 -0.754
H 1.438 -1.624 -0.726
H -2.330 0.049 -0.528
H -2.121 1.117 0.862
H -2.543 -0.590 1.110

No. 2
20
Properties=species:S:1:pos:R:3 method="wB97M-V/def2-TZVPD" smiles="N[C@@H]1C=CC=C(OC(F)(F)F)C1" homo_ev=-8.57 e_lumo_ev=0.67 de_lowest_ev=0.139 homo_lumo_gap_ev=9.23
C -1.835 -0.942 -0.041
C -0.772 -1.699 0.152
C -1.751 0.540 -0.297
C 0.626 -1.298 -0.061
C -0.381 0.960 -0.781
C 0.710 0.025 -0.420
C 3.032 0.179 0.048
N -2.086 1.392 0.801
O 1.969 0.675 -0.623
F 2.797 -0.071 1.356
F 3.375 -1.027 -0.519
F 4.082 0.972 -0.108
H -2.752 -1.375 0.479
H -0.977 -2.780 0.284
H -2.356 0.842 -1.102
H 1.367 -2.064 0.242
H -0.428 1.055 -1.816
H -0.117 1.999 -0.388
H -1.447 1.357 1.608
H -3.058 1.259 1.185